Entry 1:
DFT (ωB97M-V/def2-TZVPD) results for one molecule with the formula C2H4OS2 in a non-equilibrium geometry.

Summary:
Orbital gap = 8.77 eV
DFT total energy = -950.01799 Eh

The geometry in ORCA input format:
```
! RIJCOSX wB97M-V def2-TZVPD def2/J DEFGRID3
* xyz 0 1
C -1.65745 0.24223 -0.26991
C -0.49218 0.77874 -0.68376
O 1.97887 1.40867 0.06467
S 1.56268 -1.54121 0.14638
S 0.89994 0.47092 0.30265
H -2.47226 0.61606 -0.71083
H -1.88698 -0.45312 0.45745
H 0.94246 -1.83471 -1.05769
H 1.12491 0.31242 1.75104
*
```

***

Entry 2:
DFT (ωB97M-V/def2-TZVPD) results for C2H4OS2 as an isolated structure in a non-equilibrium geometry.

Summary:
Orbital gap (spin up / spin down) = 7.05 / 7.05 eV
DFT total energy = -950.04081 Eh

The geometry in ORCA input format:
```
! RIJCOSX wB97M-V def2-TZVPD def2/J DEFGRID3
* xyz 0 1
C 1.23299 -0.42162 -0.05818
C -1.57709 -0.23403 -0.55865
O -0.42187 0.22364 -0.47735
S 1.92842 1.12318 -0.11561
S -2.86019 0.79932 -0.00883
H 1.68609 -1.13730 -0.80180
H -1.89089 -1.29699 -0.70633
H 1.24253 1.79781 0.97449
H -2.00732 1.78421 -0.11065
*
```

***

Entry 3:
DFT (ωB97M-V/def2-TZVPD) results for one molecule with the formula C2H4OS2 in a non-equilibrium geometry.

Summary:
Orbital gap = 9.74 eV
DFT total energy = -950.19709 Eh

The geometry in ORCA input format:
```
! RIJCOSX wB97M-V def2-TZVPD def2/J DEFGRID3
* xyz 0 1
C 0.49876 -0.76557 0.03769
C -0.52312 0.42936 0.01296
H 1.88323 1.11601 -0.03262
H 0.21446 -1.57741 -0.75314
H 0.29151 -1.28992 0.94632
H -1.59517 -1.53329 0.14085
O -0.28343 1.62551 0.01838
S 2.20555 -0.18441 -0.02091
S -2.10433 -0.29698 -0.02611
*
```

***

Entry 4:
DFT (ωB97M-V/def2-TZVPD) results for a 2-piece molecular cluster, C2H4OS2 overall in a non-equilibrium geometry.

Summary:
Orbital gap = 9.58 eV
DFT total energy = -950.05007 Eh

The geometry in ORCA input format:
```
! RIJCOSX wB97M-V def2-TZVPD def2/J DEFGRID3
* xyz 0 1
C -1.52334 -0.44864 -0.17142
C -0.90967 -0.84079 0.76365
O 1.98946 -1.41462 0.22192
S 1.60872 1.61090 0.19484
S 1.38745 -0.34759 -0.56719
H -2.22239 -0.08200 -0.99633
H 0.26099 1.52442 0.01659
H -0.34788 -1.29102 1.69410
H 2.50113 -0.23687 -1.65608
*
```

***

> Among the records above, which one has the lowest DFT total energy?

number 3

***

> Which formula does entry 1 have?

C2H4OS2

***

> Look up the DFT total energy of the third one.

-950.19709 Eh